[1]
# C37H52N6O6PSiTeY

C37H52N6O6PSiTeY as an isolated structure at a distorted geometry (wB97M-V/def2-TZVPD, the Open Molecules 2025 dataset).

Each line ends with the Löwdin charge.
Positions of all 105 atoms, in Å:
Y1 -0.59 -0.14 0.20  1.51
O1 -2.16 0.42 4.65  0.05
C1 -3.37 0.95 4.34  -0.26
C2 -4.35 0.95 5.34  -0.02
C3 -5.59 1.47 5.08  -0.08
C4 -5.89 2.01 3.83  -0.10
C5 -4.93 2.01 2.85  -0.04
C6 -3.65 1.49 3.08  -0.09
C7 -2.63 1.45 2.01  -0.42
O2 -1.49 0.88 2.21  -0.16
N1 -2.97 2.03 0.87  0.07
N2 -2.11 1.70 -0.14  -0.08
C8 -2.19 2.36 -1.22  -0.07
C9 -1.45 1.87 -2.39  -0.27
C10 -1.42 2.59 -3.57  -0.02
C11 -0.75 2.08 -4.66  -0.04
C12 -0.13 0.85 -4.54  -0.03
C13 -0.20 0.19 -3.32  -0.11
N3 -0.84 0.67 -2.27  0.06
H1 -1.66 0.43 3.80  0.05
H2 -4.09 0.53 6.31  0.12
H3 -6.35 1.46 5.86  0.10
H4 -6.88 2.42 3.63  0.10
H5 -5.13 2.43 1.87  0.11
H6 -2.82 3.24 -1.30  0.13
H7 -1.93 3.55 -3.62  0.12
H8 -0.71 2.62 -5.59  0.11
H9 0.42 0.40 -5.36  0.10
H10 0.28 -0.77 -3.20  0.10
N4 0.11 -2.36 -0.53  -0.06
C14 1.24 -2.81 0.31  -0.24
C15 0.96 -2.63 1.79  -0.17
N5 0.42 -1.30 2.13  -0.11
C16 1.26 -0.43 2.98  -0.18
C17 2.02 0.59 2.15  -0.23
N6 1.09 1.44 1.41  -0.03
H11 0.45 -2.28 -1.49  0.06
H12 -0.61 -3.08 -0.52  -0.05
H13 1.48 -3.87 0.14  0.12
H14 2.10 -2.21 0.03  0.05
H15 0.25 -3.39 2.12  0.08
H16 1.89 -2.80 2.34  0.12
H17 -0.48 -1.42 2.60  0.07
H18 0.61 0.10 3.68  0.11
H19 1.96 -1.03 3.57  0.12
H20 2.69 1.16 2.81  0.12
H21 2.63 0.07 1.42  0.07
H22 0.69 2.15 2.02  0.10
H23 1.60 1.91 0.67  0.05
C18 -6.45 -1.09 2.05  -0.06
C19 -5.34 -1.09 1.03  -0.25
O3 -4.62 -2.34 1.10  -0.31
P1 -3.04 -2.40 1.09  0.08
O4 -2.53 -1.25 0.21  -0.46
Te1 -2.49 -4.64 0.67  0.46
O5 -2.60 -1.91 2.57  -0.33
C20 -2.65 -2.76 3.74  -0.29
C21 -4.06 -3.04 4.22  -0.07
H24 -7.16 -0.30 1.81  0.08
H25 -6.07 -0.92 3.05  0.06
H26 -6.98 -2.05 2.02  0.08
H27 -4.65 -0.26 1.19  0.08
H28 -5.73 -1.00 0.02  0.12
H29 -2.11 -2.20 4.50  0.11
H30 -2.13 -3.69 3.53  0.06
H31 -4.59 -2.10 4.43  0.07
H32 -4.01 -3.63 5.14  0.08
H33 -4.63 -3.60 3.47  0.07
C22 5.19 0.91 -0.03  -0.09
C23 4.66 -0.20 -0.96  -0.58
C24 5.68 -0.41 -2.09  -0.09
C25 4.62 -1.50 -0.15  -0.10
Si1 2.93 0.27 -1.69  0.47
O6 1.65 -0.03 -0.78  -0.41
C26 2.86 -0.66 -3.34  -0.24
C27 3.04 -0.03 -4.58  -0.11
C28 3.00 -0.75 -5.77  -0.09
C29 2.77 -2.12 -5.75  -0.09
C30 2.59 -2.77 -4.53  -0.08
C31 2.64 -2.04 -3.35  -0.11
C32 2.95 2.13 -2.09  -0.20
C33 1.83 2.88 -1.73  -0.11
C34 1.76 4.25 -1.95  -0.08
C35 2.82 4.91 -2.54  -0.09
C36 3.95 4.20 -2.92  -0.08
C37 4.01 2.83 -2.70  -0.11
H34 6.13 0.59 0.43  0.08
H35 4.49 1.14 0.78  0.06
H36 5.39 1.84 -0.56  0.07
H37 6.67 -0.59 -1.66  0.09
H38 5.76 0.44 -2.76  0.06
H39 5.42 -1.28 -2.71  0.08
H40 5.64 -1.75 0.18  0.09
H41 4.26 -2.35 -0.75  0.07
H42 4.01 -1.43 0.75  0.06
H43 3.21 1.04 -4.62  0.10
H44 3.15 -0.25 -6.71  0.10
H45 2.74 -2.68 -6.67  0.10
H46 2.41 -3.84 -4.50  0.10
H47 2.51 -2.57 -2.40  0.09
H48 1.00 2.37 -1.26  0.06
H49 0.87 4.80 -1.65  0.10
H50 2.77 5.98 -2.71  0.10
H51 4.78 4.70 -3.39  0.10
H52 4.90 2.29 -3.02  0.09

Calculated values
* max |F|: 0.0337 Eh/bohr
* relative energy (zero: lowest compared OMol25 entry of this formula, charge and spin): 0.400 eV
* HOMO level: -7.35 eV
* frontier orbital gap: 0.2490 hartree
* 2S+1: 1

=====

[2]
# C37H53BN6V

C37H53BN6V as an isolated structure (wB97M-V/def2-TZVPD, the Open Molecules 2025 dataset).

Each line ends with the Löwdin charge.
Positions of all 98 atoms, in Å:
V1 0.32 0.81 0.98  0.81
C1 -1.53 0.37 4.21  -0.06
C2 -1.10 -1.08 4.04  -0.35
C3 0.28 -1.35 4.66  -0.04
C4 -1.20 -1.53 2.61  -0.24
C5 -1.72 -2.75 2.16  0.04
C6 -1.70 -2.69 0.78  -0.20
C7 -2.04 -3.87 -0.09  -0.34
C8 -0.76 -4.41 -0.76  -0.04
C9 -3.23 -3.71 -1.03  -0.06
N1 -1.22 -1.48 0.42  0.07
N2 -0.88 -0.78 1.56  0.02
B1 -1.25 -0.75 -0.99  -0.44
N3 -1.89 0.68 -0.85  0.07
N4 -1.42 1.60 0.07  0.03
C10 -2.09 2.72 -0.10  -0.25
C11 -3.00 2.57 -1.14  0.03
C12 -2.84 1.29 -1.61  -0.20
C13 -3.54 0.77 -2.84  -0.34
C14 -4.28 -0.56 -2.71  -0.05
C15 -2.58 0.80 -4.03  -0.05
C16 -1.85 3.97 0.71  -0.36
C17 -1.17 5.04 -0.15  -0.06
C18 -1.05 3.72 1.98  -0.08
N5 0.17 -0.58 -1.65  0.07
N6 0.93 0.39 -1.05  0.02
C19 2.03 0.56 -1.77  -0.24
C20 2.01 -0.33 -2.85  0.03
C21 0.82 -1.03 -2.76  -0.17
C22 0.44 -2.11 -3.75  -0.33
C23 0.84 -1.68 -5.17  -0.07
C24 -1.00 -2.61 -3.81  -0.07
C25 3.03 1.64 -1.46  -0.34
C26 4.37 1.08 -0.97  -0.04
C27 2.47 2.67 -0.48  -0.05
H1 -1.65 0.61 5.27  0.08
H2 -0.77 1.05 3.80  0.03
H3 -2.47 0.57 3.70  0.08
H4 -1.82 -1.71 4.58  0.13
H5 1.04 -0.72 4.20  0.06
H6 0.25 -1.13 5.73  0.08
H7 0.57 -2.40 4.53  0.08
H8 -2.06 -3.57 2.77  0.12
H9 -2.34 -4.63 0.64  0.13
H10 -0.20 -3.61 -1.24  0.06
H11 -0.11 -4.86 -0.01  0.09
H12 -1.00 -5.16 -1.51  0.09
H13 -3.00 -3.13 -1.92  0.02
H14 -3.56 -4.70 -1.36  0.09
H15 -4.06 -3.22 -0.52  0.09
H16 -1.92 -1.40 -1.70  0.09
H17 -3.70 3.31 -1.52  0.12
H18 -4.30 1.53 -3.02  0.13
H19 -3.60 -1.41 -2.77  0.03
H20 -4.82 -0.63 -1.77  0.09
H21 -4.99 -0.65 -3.53  0.08
H22 -1.67 0.23 -3.82  0.06
H23 -3.05 0.39 -4.92  0.09
H24 -2.26 1.83 -4.24  0.09
H25 -2.84 4.34 0.99  0.14
H26 -0.18 4.70 -0.46  0.07
H27 -1.75 5.25 -1.05  0.08
H28 -1.05 5.97 0.41  0.08
H29 -0.02 3.44 1.75  0.05
H30 -1.00 4.64 2.58  0.09
H31 -1.48 2.93 2.60  0.07
H32 2.75 -0.42 -3.62  0.11
H33 1.06 -2.97 -3.49  0.14
H34 0.27 -0.80 -5.48  0.09
H35 1.90 -1.44 -5.25  0.06
H36 0.63 -2.48 -5.87  0.08
H37 -1.70 -1.84 -4.13  0.07
H38 -1.05 -3.42 -4.55  0.09
H39 -1.34 -3.01 -2.87  0.02
H40 3.20 2.15 -2.41  0.14
H41 4.27 0.62 0.01  0.06
H42 4.76 0.33 -1.66  0.08
H43 5.10 1.88 -0.89  0.08
H44 2.25 2.23 0.50  0.04
H45 3.22 3.44 -0.28  0.09
H46 1.57 3.15 -0.86  0.07
C28 4.95 -1.30 2.22  -0.09
C29 3.74 -1.60 1.56  -0.09
C30 2.65 -0.80 1.72  -0.08
C31 2.68 0.38 2.53  -0.23
C32 1.52 1.23 2.68  -0.21
C33 1.65 2.24 3.60  -0.14
C34 2.83 2.49 4.34  -0.08
C35 3.94 1.71 4.15  -0.05
C36 3.89 0.63 3.24  -0.18
C37 5.01 -0.21 3.05  -0.04
H47 5.81 -1.94 2.08  0.10
H48 3.67 -2.49 0.94  0.10
H49 1.73 -1.11 1.23  0.09
H50 0.82 2.92 3.78  0.07
H51 2.86 3.30 5.06  0.10
H52 4.86 1.90 4.70  0.11
H53 5.93 0.01 3.58  0.11

Calculated values
* max |F|: 0.0164 Eh/bohr
* relative energy (zero: lowest compared OMol25 entry of this formula, charge and spin): 0.378 eV
* HOMO level (alpha / beta): -6.56 / -7.58 eV
* frontier orbital gap (alpha / beta): 0.2669 / 0.3045 hartree
* 2S+1: 4

=====

[3]
# C37H53BeN4O2P2

C37H53BeN4O2P2 as an isolated structure at a distorted geometry (wB97M-V/def2-TZVPD, the Open Molecules 2025 dataset).

Each line ends with the Löwdin charge.
Positions of all 99 atoms, in Å:
C1 -1.62 -1.04 -2.12  -0.28
C2 0.62 -1.19 -1.35  -0.30
C3 -1.31 -1.78 -3.26  -0.04
C4 0.94 -2.02 -2.44  -0.04
C5 -0.03 -2.31 -3.39  -0.05
H1 -2.11 -1.99 -3.96  0.12
H2 1.94 -2.44 -2.46  0.11
H3 0.20 -2.98 -4.21  0.11
N1 -0.74 -0.95 -1.10  0.05
P1 -3.13 0.20 -0.16  1.18
P2 3.09 0.07 0.12  1.07
C6 -2.99 -0.41 -1.91  -0.21
H4 -3.20 0.43 -2.61  0.10
H5 -3.76 -1.17 -2.12  0.08
C7 2.70 1.57 1.09  -0.29
O1 2.21 2.39 1.75  0.08
C8 1.46 -0.69 -0.26  -0.22
H6 1.13 -1.17 0.71  0.06
C9 4.21 0.58 -1.26  -0.61
C10 3.93 -0.81 1.52  -0.64
C11 -3.65 1.99 -0.24  -0.67
C12 -4.31 -1.01 0.66  -0.67
C13 4.26 2.12 -1.38  -0.07
H7 4.69 2.60 -0.49  0.09
H8 4.91 2.37 -2.24  0.10
H9 3.27 2.56 -1.58  0.05
C14 5.65 0.06 -1.11  -0.08
H10 6.17 0.54 -0.27  0.08
H11 5.67 -1.03 -1.00  0.06
H12 6.19 0.31 -2.03  0.10
C15 3.64 -0.03 -2.55  -0.07
H13 4.19 0.38 -3.41  0.11
H14 3.74 -1.12 -2.55  0.08
H15 2.58 0.21 -2.68  0.04
C16 5.06 0.05 2.15  -0.07
H16 4.76 1.10 2.32  0.08
H17 5.30 -0.39 3.13  0.09
H18 5.99 0.03 1.57  0.07
C17 2.90 -1.11 2.62  -0.08
H19 2.15 -0.33 2.75  0.07
H20 2.40 -2.08 2.45  0.07
H21 3.43 -1.22 3.59  0.10
C18 4.50 -2.15 1.05  -0.08
H22 5.37 -2.03 0.39  0.06
H23 4.84 -2.71 1.93  0.10
H24 3.73 -2.74 0.53  0.09
C19 -4.55 -0.57 2.11  -0.08
H25 -5.21 -1.31 2.59  0.10
H26 -3.61 -0.54 2.68  0.07
H27 -5.04 0.41 2.18  0.07
C20 -3.68 -2.42 0.69  -0.07
H28 -3.38 -2.77 -0.30  0.09
H29 -2.81 -2.48 1.36  0.05
H30 -4.44 -3.13 1.07  0.10
C21 -5.63 -1.11 -0.13  -0.09
H31 -6.30 -1.78 0.42  0.09
H32 -6.13 -0.15 -0.22  0.06
H33 -5.48 -1.53 -1.12  0.08
C22 -2.80 2.73 -1.28  -0.08
H34 -2.86 2.29 -2.29  0.07
H35 -3.15 3.78 -1.35  0.10
H36 -1.75 2.75 -0.97  0.06
C23 -3.41 2.65 1.12  -0.09
H37 -2.34 2.67 1.36  0.06
H38 -3.77 3.69 1.07  0.10
H39 -3.94 2.15 1.94  0.07
C24 -5.14 2.09 -0.60  -0.09
H40 -5.39 1.53 -1.51  0.09
H41 -5.78 1.76 0.24  0.08
H42 -5.38 3.15 -0.78  0.09
Be1 -0.99 0.00 0.28  -0.08
N2 -0.16 1.44 0.08  0.10
C25 0.66 1.42 -0.82  -0.20
C26 0.88 1.98 -2.16  -0.22
C27 1.10 3.36 -2.18  -0.07
C28 0.66 1.32 -3.39  -0.05
C29 1.14 4.08 -3.37  -0.07
H43 1.24 3.87 -1.22  0.13
C30 0.68 2.04 -4.59  -0.07
H44 0.49 0.23 -3.42  0.09
C31 0.92 3.41 -4.58  -0.09
H45 1.37 5.14 -3.35  0.11
H46 0.54 1.53 -5.55  0.11
H47 1.02 3.97 -5.51  0.11
N3 -0.21 -4.21 4.82  0.18
C32 0.12 -3.58 3.66  -0.48
O2 0.93 -4.04 2.85  0.06
C33 -0.50 -2.24 3.46  -0.12
C34 -0.73 -1.35 4.52  0.03
C35 -1.01 -0.01 4.23  -0.01
C36 -1.05 0.40 2.90  -0.06
N4 -0.93 -0.49 1.88  0.01
C37 -0.67 -1.80 2.15  -0.05
H48 0.08 -5.16 4.94  0.12
H49 -0.95 -3.87 5.41  0.10
H50 -0.66 -1.70 5.55  0.12
H51 -1.19 0.72 5.01  0.12
H52 -1.18 1.45 2.63  0.11
H53 -0.58 -2.48 1.29  0.14

Calculated values
* max |F|: 0.0654 Eh/bohr
* HOMO level (alpha / beta): -7.08 / -8.09 eV
* frontier orbital gap (alpha / beta): 0.1522 / 0.1895 hartree
* net charge: +1
* 2S+1: 1

=====

[4]
# C37H53N2P3PdSi2

C37H53N2P3PdSi2 as an isolated structure (wB97M-V/def2-TZVPD, the Open Molecules 2025 dataset).

Each line ends with the Löwdin charge.
Positions of all 98 atoms, in Å:
Pd1 0.01 -0.85 1.64  0.23
C1 3.08 -2.64 -2.45  -0.19
Si1 3.43 -1.21 -1.27  0.25
C2 3.90 -1.94 0.41  -0.18
C3 5.03 -0.45 -1.96  -0.20
N1 2.13 -0.18 -1.21  -0.25
P1 1.59 1.02 -0.32  0.60
C4 0.14 1.02 0.52  -0.57
P2 -1.38 1.02 -0.21  0.58
N2 -1.93 -0.19 -1.05  -0.24
Si2 -3.23 -0.93 -1.77  0.24
C5 -4.32 0.20 -2.84  -0.20
C6 -2.65 -2.28 -2.95  -0.19
C7 -4.41 -1.79 -0.54  -0.19
C8 -2.59 1.42 1.14  -0.29
C9 -2.17 1.67 2.44  -0.11
C10 -3.09 1.93 3.45  -0.11
C11 -4.45 1.95 3.16  -0.13
C12 -4.88 1.71 1.86  -0.11
C13 -3.95 1.45 0.87  -0.11
C14 -1.62 2.51 -1.29  -0.26
C15 -2.08 3.74 -0.84  -0.09
C16 -2.21 4.83 -1.70  -0.11
C17 -1.86 4.70 -3.04  -0.13
C18 -1.38 3.47 -3.50  -0.10
C19 -1.28 2.39 -2.64  -0.10
C20 1.76 2.52 -1.39  -0.29
C21 2.24 2.42 -2.69  -0.10
C22 2.38 3.54 -3.49  -0.11
C23 2.05 4.80 -3.00  -0.13
C24 1.57 4.91 -1.70  -0.10
C25 1.42 3.79 -0.91  -0.09
C26 2.90 1.44 0.92  -0.27
C27 4.10 2.03 0.52  -0.11
C28 5.13 2.25 1.42  -0.11
C29 4.99 1.87 2.75  -0.13
C30 3.80 1.28 3.17  -0.11
C31 2.77 1.07 2.26  -0.10
H1 3.92 -3.34 -2.50  0.01
H2 2.89 -2.26 -3.45  0.02
H3 2.19 -3.19 -2.13  -0.01
H4 4.52 -2.84 0.32  0.01
H5 2.98 -2.18 0.95  -0.01
H6 4.45 -1.20 1.02  0.01
H7 5.81 -1.22 -2.10  0.01
H8 5.43 0.31 -1.29  0.00
H9 4.84 0.02 -2.93  0.01
H10 -3.71 0.68 -3.62  0.01
H11 -4.79 1.00 -2.27  0.00
H12 -5.11 -0.37 -3.34  0.01
H13 -1.99 -1.85 -3.71  0.02
H14 -3.48 -2.79 -3.44  0.01
H15 -2.06 -3.03 -2.40  0.00
H16 -5.46 -1.66 -0.81  0.01
H17 -4.27 -1.38 0.47  0.01
H18 -4.20 -2.86 -0.50  0.00
H19 -1.10 1.64 2.64  0.07
H20 -2.75 2.11 4.46  0.09
H21 -5.17 2.14 3.95  0.08
H22 -5.94 1.72 1.63  0.09
H23 -4.30 1.25 -0.14  0.08
H24 -2.34 3.87 0.21  0.10
H25 -2.58 5.77 -1.33  0.09
H26 -1.94 5.54 -3.71  0.08
H27 -1.09 3.36 -4.54  0.09
H28 -0.93 1.43 -3.01  0.11
H29 2.49 1.43 -3.05  0.08
H30 2.76 3.44 -4.51  0.09
H31 2.16 5.68 -3.62  0.08
H32 1.29 5.89 -1.31  0.09
H33 1.03 3.87 0.10  0.11
H34 4.23 2.32 -0.52  0.10
H35 6.05 2.71 1.09  0.09
H36 5.79 2.04 3.46  0.08
H37 3.67 0.98 4.20  0.09
H38 1.83 0.62 2.58  0.04
C32 0.79 -5.54 2.76  -0.18
C33 1.01 -4.04 2.85  -0.41
P3 -0.34 -2.92 2.20  0.77
C34 -0.86 -3.84 0.69  -0.42
C35 0.21 -3.76 -0.39  -0.19
C36 -1.73 -3.40 3.35  -0.42
C37 -2.18 -2.23 4.22  -0.20
H39 1.59 -6.09 3.26  0.06
H40 0.77 -5.87 1.72  0.05
H41 -0.15 -5.85 3.21  0.05
H42 1.92 -3.76 2.32  0.05
H43 1.16 -3.73 3.89  0.06
H44 -1.76 -3.31 0.34  0.05
H45 -1.15 -4.87 0.92  0.06
H46 0.44 -2.72 -0.61  0.04
H47 -0.11 -4.25 -1.32  0.06
H48 1.14 -4.25 -0.06  0.06
H49 -1.43 -4.24 3.98  0.05
H50 -2.57 -3.74 2.73  0.07
H51 -1.36 -1.88 4.86  0.05
H52 -3.02 -2.50 4.87  0.05
H53 -2.47 -1.37 3.60  0.04

Calculated values
* max |F|: 0.0068 Eh/bohr
* relative energy (zero: lowest compared OMol25 entry of this formula, charge and spin): 0.000 eV
* HOMO level: -0.74 eV
* frontier orbital gap: 0.2008 hartree
* net charge: -2
* 2S+1: 1